No. 1
A molecular structure, C36H28BaCl4N6O2S3 at a distorted geometry, computed with ωB97M-V/def2-TZVPD.

The orbital gap comes out at 5.35 eV. For the energy above the lowest of the compared OMol25 structures with the same formula, charge and spin, the calculation gives 0.983 eV. Its electronic energy is -4928.69087 a.u. For the HOMO energy, the calculation gives -0.05767 Eh. Its total charge is -2. The spin multiplicity is 1. The LUMO energy is 0.13894 Ha.

Cartesian coordinates (Å):
Ba  -0.6454  -0.0232  -0.0449
C  1.4891  -1.2570  4.4252
C  1.1053  -1.1893  3.0685
N  0.9523  -0.0102  2.5041
C  1.1136  1.1015  3.2615
C  1.5441  1.1115  4.6251
C  1.7570  -0.1460  5.1877
C  1.7186  2.2925  5.3848
C  1.3688  3.4320  4.7175
C  0.8332  3.4525  3.4249
C  0.7414  2.3301  2.6501
N  0.3939  2.2832  1.3594
C  -0.1887  3.3880  0.7733
C  0.4743  4.1897  -0.1365
C  -0.1955  5.2081  -0.8708
C  -1.5357  5.4130  -0.7015
C  -2.2912  4.6018  0.1776
C  -3.7124  4.6480  0.2443
C  -4.3948  3.7108  0.9870
C  -3.6278  2.6212  1.5333
N  -2.3296  2.6312  1.5112
C  -1.6290  3.6343  0.9211
H  1.5418  -2.2436  4.9314
H  0.7854  -2.0471  2.4833
H  1.9609  -0.3353  6.2226
H  2.1461  2.2463  6.3709
H  1.5194  4.4129  5.0835
H  0.5606  4.3691  2.9291
H  1.5175  3.8774  -0.3814
H  0.2753  5.8153  -1.6178
H  -2.0013  6.1644  -1.3614
H  -4.2780  5.3362  -0.4210
H  -5.4549  3.6729  1.0679
H  -4.0269  1.7104  1.9858
Cl  -0.0594  -0.2985  -7.4169
C  -0.3346  0.3496  -5.8076
C  -0.6567  1.6885  -5.6665
Cl  -0.8437  2.7046  -7.1053
C  -0.8248  2.1925  -4.3489
Cl  -1.1418  3.8893  -4.1819
C  -0.6038  1.4149  -3.1855
O  -0.9133  1.9153  -2.0059
C  -0.1220  0.0381  -3.3574
O  0.1895  -0.7323  -2.3252
C  -0.0625  -0.4405  -4.6608
Cl  0.2115  -2.1179  -4.7607
S  -2.6738  -2.8672  2.1031
C  -3.1440  -2.7774  0.4952
N  -2.7333  -1.9503  -0.4482
C  -3.4209  -2.1371  -1.6423
C  -3.1782  -1.4956  -2.8817
C  -3.8762  -1.9302  -4.0272
C  -4.9014  -2.9376  -3.9413
C  -5.1567  -3.5134  -2.6860
C  -4.3981  -3.1436  -1.5919
S  -4.4503  -3.8706  -0.0148
H  -2.4768  -0.6483  -3.0045
H  -3.7607  -1.3843  -4.9543
H  -5.5980  -3.1269  -4.7654
H  -5.9464  -4.2733  -2.4899
C  4.8194  -1.1726  1.9311
N  4.3340  -2.4657  1.3642
C  4.8817  -3.6747  1.9349
C  3.7810  -2.3942  0.1255
S  4.0624  -1.0714  -0.9109
N  3.0360  -3.4726  -0.2862
C  2.4528  -3.4490  -1.6423
C  2.3704  -4.3875  0.6590
H  4.9709  -1.4023  2.9804
H  4.0449  -0.4079  1.8119
H  5.7697  -0.7974  1.5204
H  5.8813  -3.4832  2.2536
H  4.9716  -4.4208  1.1364
H  4.3212  -4.0705  2.7570
H  3.2413  -3.8401  -2.3650
H  2.1672  -2.4746  -1.9869
H  1.6416  -4.1604  -1.6026
H  2.6478  -4.1327  1.6671
H  2.6869  -5.4149  0.5251
H  1.3067  -4.2580  0.5033

Results of the Löwdin charge analysis, in e, for atoms 1 through 2: number 1, Ba, carries 1.778; number 2, C, carries -0.080

No. 2
A molecular structure, C36H28BrCoNO2P2 at a distorted geometry, computed with ωB97M-V/def2-TZVPD.

The orbital gap (spin up / spin down) comes out at 5.21 / 6.65 eV. For the energy above the lowest of the compared OMol25 structures with the same formula, charge and spin, the calculation gives 0.000 eV. Its electronic energy is -6232.79338 a.u. For the HOMO energy (spin up / spin down), the calculation gives -0.50438 / -0.51679 Eh. Its total charge is +2. The spin multiplicity is 2. The LUMO energy (spin up / spin down) is -0.31281 / -0.27250 Ha.

Cartesian coordinates (Å):
Co  0.5804  0.6999  0.7962
O  2.1742  0.5699  2.2928
C  3.3952  -0.1048  2.0216
C  4.2225  -0.6159  3.0013
C  5.4234  -1.2054  2.6183
C  5.7875  -1.2983  1.2832
C  4.9128  -0.8420  0.3104
C  3.7137  -0.2422  0.6831
P  2.4857  0.2660  -0.5141
C  2.4864  -0.9084  -1.8619
C  1.7541  -2.0868  -1.7123
C  1.7640  -3.0360  -2.7221
C  2.4961  -2.8058  -3.8803
C  3.2316  -1.6370  -4.0259
C  3.2278  -0.6803  -3.0200
C  2.9360  1.8959  -1.1614
C  2.2983  2.3688  -2.3091
C  2.5399  3.6649  -2.7476
C  3.3936  4.4942  -2.0333
C  4.0118  4.0317  -0.8803
C  3.7863  2.7317  -0.4417
C  1.7872  0.7358  3.6307
C  2.5963  1.3597  4.5582
C  2.1570  1.4359  5.8739
C  0.9236  0.9125  6.2506
C  0.0832  0.3765  5.2906
C  0.5266  0.2894  3.9705
P  -0.5778  -0.1679  2.6415
C  -2.1078  0.6874  2.9760
C  -3.3394  0.0428  3.0708
C  -4.4842  0.7893  3.3085
C  -4.4049  2.1658  3.4506
C  -3.1724  2.8099  3.3830
C  -2.0287  2.0761  3.1364
C  -0.7632  -1.9223  2.5096
C  -1.7505  -2.4773  1.6827
C  -1.8679  -3.8518  1.6022
C  -0.9763  -4.6702  2.2937
C  0.0417  -4.1210  3.0625
C  0.1583  -2.7459  3.1709
H  3.9536  -0.5782  4.0488
H  6.0797  -1.5968  3.3865
H  6.7342  -1.7394  1.0011
H  5.1472  -0.9629  -0.7403
H  1.1729  -2.2574  -0.8115
H  1.1915  -3.9484  -2.6108
H  2.4924  -3.5410  -4.6757
H  3.8082  -1.4640  -4.9257
H  3.8054  0.2293  -3.1344
H  1.6141  1.7292  -2.8569
H  2.0539  4.0288  -3.6447
H  3.5800  5.5048  -2.3775
H  4.6776  4.6814  -0.3258
H  4.2887  2.3632  0.4472
H  3.5461  1.7859  4.2626
H  2.7865  1.9175  6.6119
H  0.6075  0.9536  7.2848
H  -0.9128  0.0381  5.5533
H  -3.4106  -1.0347  2.9993
H  -5.4418  0.2911  3.3818
H  -5.3040  2.7441  3.6200
H  -3.1095  3.8812  3.5234
H  -1.0681  2.5789  3.0936
H  -2.4038  -1.8410  1.0994
H  -2.6447  -4.2910  0.9892
H  -1.0727  -5.7476  2.2222
H  0.7432  -4.7659  3.5771
H  0.9356  -2.3110  3.7881
Br  -1.0366  0.0124  -0.6491
O  -0.0258  3.3161  0.4173
N  0.4307  2.3970  0.8234

Results of the Löwdin charge analysis, in e, for atoms 1 through 2: number 1, Co, carries -0.050; number 2, O, carries -0.123

No. 3
A molecular structure, C36H28BrF9GeNO4PSeTi at a distorted geometry, computed with ωB97M-V/def2-TZVPD.

The orbital gap comes out at 6.79 eV. For the energy above the lowest of the compared OMol25 structures with the same formula, charge and spin, the calculation gives 0.495 eV. Its electronic energy is -10886.27268 a.u. For the HOMO energy, the calculation gives -0.30152 Eh. Its total charge is 0. The spin multiplicity is 1. The LUMO energy is -0.05205 Ha.

Cartesian coordinates (Å):
Ti  1.1407  0.6090  -1.1387
F  4.6543  -3.1442  -3.1941
C  3.4256  -2.7575  -2.8643
C  2.3731  -3.6513  -2.9978
F  2.6097  -4.8744  -3.4669
C  1.0926  -3.2724  -2.6343
F  0.1099  -4.1704  -2.7939
C  0.8589  -2.0091  -2.1247
P  -0.6762  -1.3346  -1.4047
C  -1.0525  -2.3165  0.0802
C  -1.2827  -1.6020  1.2552
C  -1.5448  -2.2636  2.4483
C  -1.5728  -3.6490  2.4714
C  -1.3583  -4.3694  1.3013
C  -1.1070  -3.7101  0.1092
C  -1.9665  -1.7841  -2.5990
C  -1.7333  -1.6538  -3.9659
C  -2.7652  -1.8663  -4.8663
C  -4.0333  -2.2029  -4.4114
C  -4.2686  -2.3394  -3.0509
C  -3.2402  -2.1225  -2.1447
C  1.9122  -1.0818  -2.0356
Br  -0.0513  1.3381  -3.4013
C  3.1760  -1.4800  -2.3998
F  4.2247  -0.6402  -2.3081
H  -1.2543  -0.5171  1.2365
H  -1.7181  -1.6976  3.3553
H  -1.7646  -4.1714  3.3996
H  -1.3866  -5.4511  1.3192
H  -0.9570  -4.2812  -0.7966
H  -0.7489  -1.3842  -4.3241
H  -2.5801  -1.7560  -5.9266
H  -4.8388  -2.3584  -5.1174
H  -5.2538  -2.6096  -2.6930
H  -3.4265  -2.2353  -1.0828
O  2.0578  4.3417  -0.7321
C  2.5516  3.2591  -0.6230
O  1.9998  2.1564  -1.1901
C  3.7833  2.9978  0.1906
C  4.4610  1.7857  0.1543
C  5.5657  1.5832  0.9680
C  5.9570  2.6079  1.8041
C  5.3061  3.8252  1.8557
C  4.2104  4.0179  1.0336
N  7.1356  2.3940  2.6856
O  7.4628  3.3092  3.4099
O  7.6923  1.3193  2.6203
H  4.1545  1.0030  -0.5256
H  6.1170  0.6548  0.9562
H  5.6588  4.5935  2.5273
H  3.6692  4.9535  1.0383
F  1.9806  -2.1964  0.5863
C  1.8673  -1.1242  1.3940
C  1.5252  0.1309  0.8947
C  1.4550  1.1138  1.8796
F  1.1982  2.4006  1.5587
C  1.6633  0.8907  3.2296
F  1.5732  1.8880  4.1120
C  1.9770  -0.3837  3.6615
F  2.1795  -0.6275  4.9528
C  2.0800  -1.4005  2.7331
F  2.3725  -2.6374  3.1379
C  -5.3435  2.8128  0.6954
Ge  -4.0464  1.3942  0.9878
C  -4.8663  -0.3617  1.1747
C  -2.9776  1.8032  2.5630
C  -2.9042  1.2988  -0.6268
Se  -1.0859  1.9264  -0.3917
C  -1.2580  3.7852  -0.8763
H  -6.0540  2.8567  1.5216
H  -5.8999  2.6562  -0.2289
H  -4.8304  3.7737  0.6358
H  -5.3893  -0.4387  2.1289
H  -4.0949  -1.1326  1.1461
H  -5.5837  -0.5498  0.3747
H  -3.6355  2.0420  3.4002
H  -2.3224  2.6553  2.3806
H  -2.3539  0.9544  2.8491
H  -3.3251  1.8779  -1.4500
H  -2.8430  0.2610  -0.9513
H  -1.7641  4.3018  -0.0651
H  -1.8187  3.8555  -1.8058
H  -0.2542  4.1816  -1.0085

Results of the Löwdin charge analysis, in e, for atoms 1 through 2: number 1, Ti, carries 0.616; number 2, F, carries 0.138

- Number 3 is which compound?
  C36H28BrF9GeNO4PSeTi

- Which value of total charge does entry 2 give?
  +2

- What is the total charge in the second record?
  +2

- Look up the total charge of the first one.
  -2